C16H24F12O16S4V | the ωB97M-V functional and the def2-TZVPD basis

- E_HOMO (alpha / beta): -4.0 / -4.0 eV
- Net charge: -2
- Lowest unoccupied orbital energy (alpha / beta): 4.34 / 4.34 eV
- Energy relative to the best compared isomer or geometry (same formula, charge and spin): 42.7 kcal/mol
- Multiplicity: 2
- Frontier orbital gap (alpha / beta): 0.306 / 0.306 hartree

Each line ends with the Löwdin spin population.
Geometry (Å):
O  1.130  -0.176  -0.552  -0.169
V  -0.128  0.355  0.183  1.084
C  0.096  -2.969  3.496  0.000
F  -0.322  -2.101  4.438  0.000
F  1.368  -2.667  3.269  0.000
F  -0.005  -4.233  3.941  0.000
S  -0.878  -2.743  1.833  0.001
O  -0.564  -3.940  1.061  0.001
O  -2.286  -2.633  2.208  0.001
O  -0.383  -1.475  1.260  0.007
C  -0.251  4.946  1.110  0.001
F  -1.479  4.793  0.579  0.000
F  0.143  6.176  0.923  0.000
F  -0.330  4.634  2.411  0.000
S  0.994  3.764  0.240  0.003
O  1.059  4.222  -1.144  0.002
O  2.228  3.898  1.013  0.000
O  0.473  2.372  0.311  0.015
C  -3.152  2.079  3.234  0.000
F  -2.597  3.228  2.933  0.000
F  -2.443  1.385  4.141  0.000
F  -4.356  2.402  3.725  0.000
S  -3.306  1.055  1.601  0.000
O  -3.907  -0.228  1.953  0.000
O  -4.166  1.818  0.725  0.000
O  -1.925  0.901  1.074  0.001
C  -2.288  -2.719  -2.780  0.000
F  -3.372  -3.295  -3.204  0.000
F  -1.475  -3.606  -2.203  0.000
F  -1.650  -2.102  -3.760  0.000
S  -2.760  -1.409  -1.504  0.002
O  -3.360  -2.135  -0.399  0.000
O  -1.505  -0.750  -1.088  0.013
O  -3.701  -0.515  -2.177  0.003
C  -0.839  1.707  -4.089  0.001
C  -1.628  2.814  -3.453  0.001
C  -1.651  2.362  -1.987  0.001
O  -0.552  1.455  -1.854  0.027
C  0.175  1.386  -3.073  0.002
H  -0.449  2.022  -5.057  0.000
H  -1.447  0.816  -4.250  0.000
H  -2.626  2.906  -3.881  0.000
H  -1.072  3.744  -3.577  0.000
H  -2.609  1.914  -1.721  0.000
H  -1.540  3.246  -1.360  0.000
H  0.557  0.375  -3.214  0.000
H  1.055  2.032  -3.065  0.000
C  1.878  -4.038  -3.010  0.000
C  1.856  -3.007  -1.915  0.000
C  3.264  -2.901  -1.388  0.000
O  4.017  -3.230  -2.572  0.000
C  3.373  -4.265  -3.330  0.000
H  1.287  -3.666  -3.847  0.000
H  1.352  -4.908  -2.616  0.000
H  1.074  -3.118  -1.164  0.000
H  1.621  -2.056  -2.395  0.000
H  3.526  -3.536  -0.539  0.000
H  3.585  -1.906  -1.078  0.000
H  3.733  -5.204  -2.906  0.000
H  3.640  -4.171  -4.381  0.000
C  2.683  0.447  3.708  0.000
C  1.747  1.555  4.086  0.000
C  0.489  1.133  3.308  0.000
O  1.039  0.611  2.064  0.004
C  2.401  0.233  2.221  0.000
H  2.593  -0.507  4.227  0.000
H  3.703  0.822  3.799  0.000
H  2.024  2.524  3.673  0.000
H  1.599  1.577  5.166  0.000
H  -0.163  1.991  3.143  0.000
H  -0.139  0.420  3.843  0.000
H  3.023  0.917  1.644  0.000
H  2.519  -0.825  1.989  0.000